Entry from the Open Molecules 2025 dataset: a gas-phase ion, C4H8N2 (charge +2) (ωB97M-V/def2-TZVPD).

Values from the calculation:
**Net charge**: +2
**Multiplicity**: 1
**Energy relative to the best compared isomer or geometry (same formula, charge and spin)**: 211.3 kJ/mol

Last column: Mulliken charge in e.
CARTESIAN COORDINATES (ANGSTROEM)
H -1.467 -0.808 -1.166  0.444
H 1.691 -2.075 0.187  0.264
H -1.800 1.467 -0.716  0.410
N 1.168 0.278 0.313  -0.067
N 0.731 -2.041 -0.044  -0.313
H 0.359 -2.834 -0.512  0.283
C 1.993 1.204 0.441  -0.110
H 2.503 1.622 -0.435  0.301
C -1.979 0.764 0.091  -0.771
H 2.196 1.611 1.386  0.322
C -1.042 -0.229 -0.390  -0.046
H -3.035 0.544 -0.190  0.394
H -1.688 1.170 1.102  0.329
C 0.370 -0.673 -0.068  0.559

***

Entry from the Open Molecules 2025 dataset: C6H8F2N2O2 in the gas phase (ωB97M-V/def2-TZVPD).

Values from the calculation:
**Multiplicity**: 1
**Energy relative to the best compared isomer or geometry (same formula, charge and spin)**: 0.0 kJ/mol

Last column: Mulliken charge in e.
CARTESIAN COORDINATES (ANGSTROEM)
C -0.651 1.877 0.373  0.256
H 1.600 1.897 0.244  0.383
H 1.029 -2.458 -2.438  0.255
C 0.476 -0.312 0.136  0.794
H 1.610 -0.851 1.676  0.412
H -1.567 -1.419 0.422  0.301
H -0.756 2.117 -0.737  0.230
C -1.661 0.818 0.855  0.214
H 1.990 -2.044 -1.051  0.255
N 1.284 -1.728 -1.744  -0.506
F -0.921 3.103 0.899  -0.336
H -0.910 -0.724 -2.830  0.229
O -2.805 0.885 1.206  -0.541
C 0.703 1.393 0.580  -0.050
F 1.089 1.339 1.897  -0.345
N -0.825 -0.644 -1.841  -0.575
C -0.845 -0.500 0.890  -0.514
C 0.234 -0.965 -1.263  -0.043
O 1.595 -0.967 0.733  -0.653
H -0.668 -0.817 1.992  0.234

***

Entry from the Open Molecules 2025 dataset: C14H19NO5 in the gas phase (ωB97M-V/def2-TZVPD).

Values from the calculation:
**Multiplicity**: 1
**Energy relative to the best compared isomer or geometry (same formula, charge and spin)**: 272.2 kJ/mol

Last column: Mulliken charge in e.
CARTESIAN COORDINATES (ANGSTROEM)
C 1.092 0.070 -3.782  0.526
C 0.857 0.659 4.561  0.696
H 0.708 -0.027 6.554  0.423
C -0.491 -0.820 0.592  0.224
O -0.125 0.432 0.951  -0.261
H -0.842 -0.097 5.697  0.256
H 0.496 -1.301 5.394  0.329
H -1.199 0.440 2.787  0.314
O -1.013 -1.679 1.326  -0.629
O 1.608 1.368 -3.663  -0.384
C 0.251 -0.252 5.592  -1.298
C 0.925 0.191 3.125  -0.561
H 1.839 0.600 2.674  0.335
H -0.403 1.702 -6.231  0.375
O -3.173 -2.385 -1.360  -0.462
C -0.345 -1.177 -0.919  0.237
H -0.403 -2.254 -1.018  0.377
C -1.501 -0.595 -1.700  -0.236
H -0.229 -0.890 -5.200  0.525
H -4.003 -2.554 -0.888  0.365
H -1.412 0.502 -1.697  0.236
H 2.037 2.489 4.269  0.276
H 0.987 -0.878 3.077  0.427
H 2.514 -1.114 -2.850  0.395
H 1.292 3.181 -4.805  0.393
C 1.442 -1.022 -2.816  -0.910
C -2.845 -1.093 -1.134  0.295
H -0.240 1.847 2.445  0.431
H 1.418 2.148 5.972  0.305
C -0.251 0.772 2.338  -0.619
H 1.043 -1.971 -3.156  0.336
C 0.266 -0.011 -4.859  -0.406
H -1.430 -0.920 -2.743  0.272
O -3.631 -0.272 -0.662  -0.585
N 0.952 -0.668 -1.476  -0.327
C 1.464 1.822 4.934  -1.101
C 0.212 1.344 -5.413  -0.417
H 1.098 0.298 -1.274  0.295
C 1.035 2.115 -4.641  -0.448

***

Entry from the Open Molecules 2025 dataset: a molecular structure, C5H6Br2 (ωB97M-V/def2-TZVPD).

Values from the calculation:
**Multiplicity**: 1
**Energy relative to the best compared isomer or geometry (same formula, charge and spin)**: 274.5 kJ/mol

Last column: Mulliken charge in e.
CARTESIAN COORDINATES (ANGSTROEM)
C 1.455 -0.262 -0.405  -0.765
Br -0.005 -2.211 1.037  -0.035
C -0.727 1.585 2.182  -0.138
H -0.834 -1.256 -1.856  0.365
H -1.017 0.476 -1.519  0.344
H 1.799 -0.929 -1.201  0.423
Br 1.622 1.554 -1.110  -0.131
C -1.013 -0.517 -1.070  -1.250
H -1.995 -0.707 -0.642  0.394
H 2.134 -0.327 0.446  0.436
C -0.478 0.894 1.242  -0.560
C 0.047 -0.594 -0.015  0.465
H -0.988 2.295 2.911  0.454

***

Entry from the Open Molecules 2025 dataset: 6 unconnected molecules or ions with the total composition C19H39NO17P (ωB97M-V/def2-TZVPD).

Values from the calculation:
**Net charge**: -1
**Multiplicity**: 1

Last column: Mulliken charge in e.
CARTESIAN COORDINATES (ANGSTROEM)
O -0.725 -3.010 -7.857  -0.336
H -9.396 -3.841 6.989  0.218
H 1.094 1.049 3.286  0.217
H 0.562 -0.132 -5.601  0.264
C 3.210 3.399 -6.316  -0.650
O 5.307 1.795 -6.628  -0.561
H 3.435 3.544 -7.375  0.338
H 1.855 -3.949 2.327  0.288
O -5.707 -3.892 6.639  -0.539
H 7.892 2.131 -6.193  0.288
H -8.026 -4.834 7.507  0.293
H 7.212 1.012 -4.971  0.293
H 2.376 1.779 2.309  0.179
H 4.163 3.342 -1.410  0.289
H 1.145 -4.099 0.712  0.225
H 2.459 0.858 -3.061  0.198
C 7.497 2.043 -5.180  -0.652
C -0.674 -2.127 -6.843  0.755
H -4.611 1.300 6.751  0.322
H -3.892 -2.379 7.860  0.332
C 0.410 2.850 -1.970  0.305
H 2.507 -0.083 -1.570  0.167
H -1.485 -1.896 4.897  0.280
C -1.137 -4.313 -7.465  -0.632
O -5.786 -1.730 7.288  -0.298
O -0.942 -2.369 -5.697  -0.543
H -0.746 2.347 -0.419  0.298
C -4.361 -1.673 7.174  -0.623
H 0.081 -1.901 5.718  0.296
P 1.988 2.313 -1.083  0.493
O 6.394 2.920 -4.991  -0.315
H 0.141 -3.512 2.045  0.284
C 1.146 -3.509 1.625  -0.668
H 0.229 3.925 -1.786  0.357
H -0.438 -4.739 -6.746  0.286
C -8.337 -4.035 6.835  -0.632
C -2.258 0.267 6.178  0.829
H -2.145 -4.291 -7.050  0.285
O 1.115 3.657 -4.080  -0.715
O -7.639 -2.827 7.131  -0.325
H -8.181 -4.325 5.797  0.293
H 3.886 1.020 -1.963  0.332
H 0.153 0.994 -6.894  0.269
C 0.580 2.690 -3.500  -0.116
H -4.054 -0.679 7.444  0.157
C -6.313 -2.915 6.984  0.767
C 5.353 2.668 -5.800  0.806
H -0.311 -0.576 4.626  0.097
C -0.173 0.104 -6.363  -0.532
O -2.722 0.450 5.087  -0.551
O 1.967 -0.151 1.832  -0.180
O -1.259 -0.557 6.479  -0.347
H -3.948 2.226 8.106  0.216
C 1.590 -1.336 2.298  0.785
C 2.791 0.895 -1.999  -0.830
O 1.542 -2.186 1.272  -0.292
H 2.753 2.427 -6.147  0.296
H -3.423 2.607 6.459  0.320
H 2.510 4.164 -5.997  0.207
C -3.721 1.803 7.130  -0.638
H -1.139 0.307 -5.908  0.317
C 2.063 0.872 2.819  -0.655
O 0.248 1.626 -4.116  -0.703
O -0.281 -0.962 -7.335  -0.337
C 3.149 3.787 -1.311  -1.159
H -1.140 -4.934 -8.359  0.209
H 2.925 4.368 -2.220  0.331
O -2.650 0.873 7.310  -0.389
H 2.810 0.613 3.571  0.347
C -0.721 -1.266 5.353  -0.398
H -0.577 1.106 -1.435  0.267
H 8.272 2.341 -4.476  0.217
O 1.336 -1.602 3.447  -0.576
H -4.050 -1.871 6.148  0.337
O 4.399 3.545 -5.526  -0.290
H 3.162 4.375 -0.381  0.292
N -0.738 2.111 -1.411  -0.761

***

Entry from the Open Molecules 2025 dataset: 2 unconnected molecules or ions with the total composition C14H17N3 (ωB97M-V/def2-TZVPD).

Values from the calculation:
**Multiplicity**: 1
**Energy relative to the best compared isomer or geometry (same formula, charge and spin)**: 92.4 kJ/mol

Last column: Mulliken charge in e.
CARTESIAN COORDINATES (ANGSTROEM)
C -1.442 -1.662 3.188  -1.277
H 3.051 -0.074 -3.112  0.432
N 0.394 1.926 0.014  0.203
H -2.371 -1.195 3.580  0.375
H 2.706 -1.577 -0.268  0.334
H -1.324 -0.250 -3.267  0.438
C 2.073 0.134 -2.702  -0.223
H -3.430 2.105 -0.654  0.357
N 1.757 -0.961 2.576  -0.677
H -3.568 0.453 -1.458  0.299
C -1.518 1.367 -0.954  0.783
H 3.657 -1.754 1.932  0.419
C 0.778 1.182 -1.074  0.031
H -2.939 1.882 -2.285  0.368
H -0.617 0.253 3.293  0.353
C 2.041 0.796 -1.498  -1.327
H -0.129 -1.527 -0.014  0.448
C -2.987 1.364 -1.314  -1.453
C -0.702 -0.479 2.490  -0.117
C -0.948 2.116 0.059  -1.055
H 2.924 1.160 -0.980  0.451
C -0.353 0.050 -2.882  -0.370
C -0.448 0.813 -1.699  0.909
H -1.072 -1.911 4.196  0.347
N 2.074 -1.744 0.507  -0.133
C 0.741 -1.373 0.601  -0.647
H -1.373 -0.164 1.688  -0.068
H -1.640 -2.579 2.658  0.321
H 0.983 -0.801 -4.314  0.373
H 1.023 2.296 0.707  0.202
H -1.454 2.768 0.745  0.372
C 0.593 -0.909 1.891  0.616
C 2.622 -1.505 1.771  -0.315
C 0.903 -0.199 -3.419  -0.770

***

no.,LUMO (eV),F_max (eV Å⁻¹),E_HOMO (eV)
1,-12.569,5.20,-20.1
2,0.528,3.91,-9.6
3,0.704,3.22,-8.6
4,0.495,5.34,-10.0
5,1.961,1.88,-4.6
6,0.847,2.62,-7.8